{"formula": "C16H54O11", "method": "ωB97M-V/def2-TZVPD", "elements": ["C", "C", "O", "H", "H", "H", "H", "H", "H", "C", "C", "O", "H", "H", "H", "H", "H", "H", "C", "C", "O", "H", "H", "H", "H", "H", "H", "C", "C", "O", "H", "H", "H", "H", "H", "H", "C", "C", "O", "H", "H", "H", "H", "H", "H", "C", "O", "H", "H", "H", "H", "C", "O", "H", "H", "H", "H", "C", "O", "H", "H", "H", "H", "C", "O", "H", "H", "H", "H", "C", "O", "H", "H", "H", "H", "C", "O", "H", "H", "H", "H"], "xyz": [[4.425, -5.094, 24.149], [4.546, -3.797, 23.516], [5.572, -3.742, 22.551], [4.385, -5.844, 23.292], [3.469, -5.146, 24.725], [5.260, -5.336, 24.764], [4.903, -3.211, 24.403], [3.561, -3.407, 23.050], [5.616, -2.858, 22.246], [1.047, -0.036, 23.804], [0.859, -1.030, 24.923], [1.979, -1.869, 24.897], [1.981, 0.566, 23.879], [0.187, 0.646, 23.803], [1.180, -0.588, 22.793], [-0.042, -1.577, 24.756], [0.773, -0.651, 25.914], [1.692, -2.806, 24.878], [2.630, -4.989, 20.770], [3.424, -6.214, 20.485], [2.876, -7.468, 20.928], [1.595, -4.961, 20.305], [3.066, -4.115, 20.371], [2.581, -4.813, 21.832], [4.484, -6.058, 20.813], [3.455, -6.265, 19.356], [3.508, -8.181, 20.710], [5.778, -8.088, 23.113], [6.523, -9.214, 22.464], [6.797, -9.013, 21.087], [6.387, -7.089, 22.939], [5.791, -8.159, 24.193], [4.776, -7.997, 22.747], [6.062, -10.146, 22.767], [7.518, -9.375, 22.846], [7.764, -9.193, 21.044], [6.553, -1.759, 19.987], [6.302, -0.537, 20.824], [5.626, -1.111, 21.902], [7.217, -1.433, 19.173], [5.689, -2.339, 19.716], [7.245, -2.446, 20.498], [5.683, 0.208, 20.345], [7.290, -0.110, 21.198], [5.553, -0.529, 22.588], [8.217, -2.104, 23.930], [7.831, -3.450, 24.035], [7.718, -1.365, 24.605], [8.038, -1.745, 22.923], [9.262, -2.015, 24.247], [6.960, -3.582, 23.665], [4.899, -0.071, 25.883], [4.379, -0.355, 24.622], [5.205, -0.931, 26.543], [4.205, 0.491, 26.432], [5.738, 0.610, 25.755], [3.924, -1.167, 24.714], [6.975, -5.629, 20.116], [6.393, -6.718, 19.591], [7.537, -5.991, 21.015], [6.183, -5.033, 20.551], [7.572, -5.098, 19.358], [6.238, -7.387, 20.272], [2.857, -1.253, 20.492], [1.781, -0.375, 20.080], [3.753, -0.700, 20.339], [3.058, -2.084, 19.902], [2.692, -1.655, 21.505], [2.060, 0.068, 19.343], [1.680, -8.387, 24.274], [0.906, -9.284, 23.580], [2.295, -8.885, 24.938], [1.119, -7.645, 24.853], [2.387, -7.945, 23.582], [1.477, -9.867, 23.079], [-0.069, -4.688, 24.928], [0.407, -3.868, 23.861], [-0.805, -5.443, 24.776], [-0.499, -4.109, 25.740], [0.735, -5.221, 25.484], [-0.347, -3.510, 23.363]], "homo_energy_ev": -9.2904, "smiles": "CCO.CCO.CCO.CCO.CCO.CO.CO.CO.CO.CO.CO", "homo_lumo_gap_ha": 0.3612, "de_lowest_kcal_mol": 132.9, "energy_ha": -1469.37643}